(1)
Below is a molecular structure, C37H22Br2Cl5F8P2RuSi, with properties calculated with wB97M-V/def2-TZVPD.

Last column: Mulliken spin population.
Geometry (Å):
Ru  -0.849  -0.052  -0.367  3.51
F  3.902  -3.860  -4.536  0.00
C  3.086  -3.518  -3.562  0.00
C  2.754  -4.432  -2.557  0.00
F  3.256  -5.652  -2.568  0.00
C  1.893  -4.041  -1.536  -0.01
F  1.551  -4.924  -0.600  0.00
C  1.371  -2.748  -1.466  -0.03
P  0.271  -2.344  -0.047  0.17
C  -1.024  -3.572  -0.424  0.00
C  -1.661  -3.382  -1.658  0.06
C  -2.576  -4.313  -2.105  0.01
C  -2.891  -5.414  -1.318  0.02
C  -2.260  -5.602  -0.095  0.00
C  -1.326  -4.684  0.356  0.01
C  1.212  -2.944  1.376  0.07
C  0.511  -3.244  2.547  0.02
C  1.169  -3.857  3.597  -0.01
C  2.532  -4.110  3.511  0.01
C  3.244  -3.728  2.380  0.00
C  2.594  -3.133  1.316  0.01
C  1.691  -1.866  -2.493  0.01
Br  0.915  -0.123  -2.581  0.14
C  2.540  -2.233  -3.531  -0.01
F  2.825  -1.357  -4.480  0.00
H  -1.404  -2.526  -2.277  0.01
H  -3.041  -4.194  -3.072  0.00
H  -3.625  -6.129  -1.663  0.00
H  -2.487  -6.478  0.497  0.00
H  -0.816  -4.845  1.294  0.00
H  -0.542  -3.000  2.622  -0.01
H  0.615  -4.136  4.481  0.00
H  3.047  -4.580  4.335  0.00
H  4.310  -3.894  2.325  0.00
H  3.155  -2.842  0.439  0.00
F  -4.131  3.903  4.389  0.00
C  -3.213  3.587  3.499  0.00
C  -2.628  4.570  2.702  0.01
F  -2.961  5.840  2.844  0.00
C  -1.680  4.204  1.750  -0.01
F  -1.075  5.172  1.069  0.00
C  -1.318  2.879  1.521  -0.03
P  -0.289  2.401  0.060  0.26
C  1.231  3.318  0.399  0.04
C  1.645  3.628  1.697  0.01
C  2.745  4.447  1.878  -0.01
C  3.442  4.938  0.781  0.02
C  3.062  4.582  -0.506  -0.01
C  1.972  3.757  -0.701  0.01
C  -0.999  3.273  -1.394  -0.09
C  -0.917  4.652  -1.608  0.00
C  -1.597  5.228  -2.668  0.00
C  -2.303  4.444  -3.565  0.01
C  -2.285  3.062  -3.428  0.02
C  -1.643  2.486  -2.349  0.15
C  -1.840  1.931  2.404  0.01
Br  -1.174  0.144  2.427  0.15
C  -2.772  2.268  3.376  -0.01
F  -3.238  1.332  4.188  0.00
H  1.095  3.260  2.555  0.00
H  3.049  4.722  2.876  0.00
H  4.280  5.600  0.930  0.00
H  3.604  4.957  -1.359  0.00
H  1.670  3.468  -1.698  0.00
H  -0.331  5.287  -0.966  0.00
H  -1.568  6.299  -2.796  0.00
H  -2.838  4.899  -4.384  0.00
H  -2.774  2.437  -4.158  0.00
H  -1.631  1.395  -2.255  -0.08
Cl  -3.866  -0.503  -2.721  0.05
Si  -3.320  -0.462  -0.740  0.33
Cl  -3.894  1.412  0.070  0.08
Cl  -4.358  -1.890  0.280  0.04
Cl  2.192  0.110  0.558  0.03
C  3.051  0.468  2.060  0.01
Cl  2.449  -0.536  3.396  0.00
H  2.869  1.517  2.294  0.00
H  4.110  0.264  1.899  0.00

2S+1	6
Kohn-Sham gap (alpha / beta)	0.2995 / 0.2161	hartree
net charge	+2

(2)
Below is a molecular structure, C37H23CdF4N9O3S, with properties calculated with wB97M-V/def2-TZVPD.

Last column: Mulliken charge in e.
Geometry (Å):
Cd  -1.091  2.275  -0.515  1.09
C  1.031  5.849  -2.020  -0.54
C  0.032  6.795  -1.858  -0.58
C  -1.268  6.378  -1.626  -0.59
C  -1.548  5.021  -1.538  0.61
N  -0.561  4.111  -1.664  -0.14
C  0.687  4.516  -1.909  -0.06
C  -2.937  4.516  -1.304  0.52
C  -4.044  5.354  -1.305  -0.60
C  -5.295  4.817  -1.044  -0.53
C  -5.421  3.458  -0.811  -0.69
C  -4.278  2.681  -0.860  -0.11
N  -3.075  3.198  -1.095  -0.08
H  2.054  6.132  -2.216  0.43
H  0.260  7.850  -1.911  0.44
H  -2.049  7.109  -1.501  0.31
H  1.428  3.735  -2.025  0.52
H  -3.945  6.409  -1.502  0.32
H  -6.164  5.460  -1.018  0.44
H  -6.376  3.007  -0.588  0.43
H  -4.315  1.610  -0.696  0.46
O  2.003  -7.176  2.795  -0.67
S  2.310  -8.168  1.786  1.18
O  3.702  -8.219  1.370  -0.68
O  1.650  -9.444  1.942  -0.68
C  1.573  -7.476  0.269  0.06
N  1.441  -8.279  -0.789  -0.50
C  1.010  -7.719  -1.902  -0.35
C  0.711  -6.364  -2.005  -0.71
C  0.865  -5.628  -0.845  0.31
N  1.284  -6.189  0.284  -0.23
C  0.610  -4.167  -0.744  1.54
C  0.785  -3.552  0.433  -1.50
C  0.533  -2.092  0.528  0.15
N  0.880  -1.407  -0.702  0.45
C  0.511  -2.050  -1.896  -0.69
C  0.280  -3.367  -1.915  -1.27
H  0.901  -8.374  -2.761  0.41
H  0.379  -5.938  -2.939  0.31
H  1.108  -4.111  1.302  0.70
H  1.095  -1.654  1.349  1.05
H  0.457  -1.411  -2.767  0.52
H  -0.062  -3.830  -2.827  0.41
C  4.329  1.310  0.901  -1.67
C  4.039  1.029  -0.579  2.24
C  5.114  0.093  -1.148  -1.81
C  4.038  2.346  -1.360  -1.62
C  2.731  0.351  -0.665  -1.05
C  1.872  -0.494  -0.712  -0.10
H  5.300  1.797  0.998  0.43
H  4.352  0.383  1.473  0.40
H  3.569  1.962  1.332  0.33
H  6.094  0.568  -1.084  0.44
H  4.910  -0.140  -2.193  0.40
H  5.144  -0.842  -0.590  0.41
H  5.050  2.749  -1.402  0.44
H  3.402  3.085  -0.869  0.32
H  3.693  2.194  -2.383  0.40
F  0.265  0.669  1.496  -0.23
C  -0.492  0.087  2.460  0.26
C  -0.757  0.731  3.740  -0.20
F  -0.304  -0.061  4.765  -0.27
C  -2.140  0.959  3.817  0.58
C  -2.788  -0.332  4.011  -0.06
C  -2.289  -1.292  3.189  -0.22
F  -2.898  -2.470  3.124  -0.28
C  -1.176  -1.048  2.236  -0.02
C  -1.034  -1.773  0.890  3.37
C  -1.504  -0.754  -0.050  -0.24
N  -1.784  0.163  -0.685  -1.02
C  -1.864  -2.967  0.736  -0.89
N  -2.518  -3.883  0.531  -0.58
F  -3.971  -0.495  4.599  -0.30
C  -2.782  2.003  3.106  -0.01
C  -4.185  2.133  2.924  -0.02
N  -5.306  2.302  2.729  -0.53
C  -1.982  2.724  2.240  0.60
N  -1.284  3.245  1.461  -0.91

2S+1	1
Kohn-Sham gap	0.1481	hartree
net charge	0

Max |F|? In order: 0.0289, 0.0080 hartree/bohr.